# 1
5 unconnected molecules or ions with the total composition C34H73BIO11P2, computed with wB97M-V/def2-TZVPD.

```
122
Properties=species:S:1:pos:R:3
C 0.7676 -1.3236 4.3117
C 0.0008 -0.8813 3.0666
C 0.1931 0.6088 2.7803
I -1.2963 1.7717 3.7963
C 0.4123 1.0172 1.2992
C 1.9299 0.6834 1.1019
O 2.7275 1.6149 1.8098
C 3.8538 1.0948 2.4689
O 0.2913 2.3912 1.2000
P -0.6308 3.0369 -0.1335
O -1.6644 3.5485 -1.4596
C 0.9743 3.3033 -1.1189
C 2.1292 4.0753 -0.4780
C 3.4238 3.9571 -1.3099
C 4.5659 3.2122 -0.6253
C 5.2763 4.0415 0.4517
C 6.7423 3.6719 0.7093
C 7.0148 2.7492 1.9088
C 7.1313 1.2577 1.5695
O 6.3723 0.9451 0.4190
C 6.9063 -0.0940 -0.3586
C -0.6592 4.7779 0.6274
B -2.1070 5.3489 0.7086
O -3.2061 4.6609 1.2005
O -2.3458 6.6786 0.3103
O -0.7033 1.3810 -0.7757
C -0.4733 0.3524 0.1383
C 0.2830 -0.7520 -0.6225
P -2.1992 -0.4436 0.3263
C -2.1231 -2.1573 1.0661
C -3.0852 -2.4326 2.2362
C -3.4760 0.5641 1.1996
C -4.6721 0.8672 0.2763
H 0.5100 -0.7020 5.1724
H 0.5649 -2.3706 4.5512
H 1.8457 -1.2272 4.1372
H 0.4053 -1.4270 2.2092
H -1.0553 -1.1174 3.1687
H 1.0950 0.9299 3.3033
H 2.1385 -0.3204 1.4911
H 2.1945 0.7015 0.0434
H 4.7688 1.4787 2.0039
H 3.8785 -0.0009 2.4406
H 3.8397 1.4082 3.5191
H -1.8355 2.7245 0.5598
H -1.2358 4.2521 -1.9503
H 1.3557 2.3117 -1.3806
H 0.7406 3.7924 -2.0764
H 1.8745 5.1350 -0.4050
H 2.2994 3.7207 0.5414
H 3.7804 4.9524 -1.6066
H 3.1908 3.4308 -2.2434
H 5.3093 2.9445 -1.3881
H 4.2027 2.2631 -0.2193
H 4.7132 3.9706 1.3895
H 5.2340 5.0866 0.1294
H 7.2997 4.5963 0.8881
H 7.1616 3.2237 -0.1968
H 6.2404 2.8999 2.6658
H 7.9652 3.0483 2.3597
H 6.7568 0.6548 2.4089
H 8.1830 0.9813 1.4176
H 7.0687 -1.0031 0.2349
H 7.8614 0.1987 -0.8156
H 6.1872 -0.3053 -1.1489
H -0.2219 4.7282 1.6318
H -0.0621 5.4929 0.0541
H -3.2869 3.8376 0.7038
H -2.8601 7.1354 0.9781
H 1.0938 -0.2681 -1.1593
H 0.6658 -1.5373 0.0321
H -0.4057 -1.2210 -1.3276
H -1.1258 -2.4369 1.4000
H -2.3908 -2.8430 0.2624
H -2.7690 -3.3184 2.7949
H -3.1297 -1.5898 2.9285
H -4.0967 -2.6247 1.8731
H -3.8358 0.0220 2.0762
H -3.0556 1.4922 1.5775
H -5.4812 0.1487 0.4365
H -4.3803 0.7908 -0.7727
H -5.0663 1.8696 0.4607
C 0.6113 1.1730 -3.8785
C 1.9252 0.4329 -3.9182
O 2.4715 0.0578 -2.9072
C 2.5276 0.1698 -5.2814
H 0.2658 1.2870 -2.8509
H 0.7244 2.1577 -4.3380
H -0.1394 0.6216 -4.4502
H 2.7067 1.1154 -5.7966
H 1.8345 -0.4159 -5.8880
H 3.4655 -0.3704 -5.1726
C -4.6417 -6.3644 -0.2506
C -4.8878 -4.9977 -0.8513
O -4.5905 -3.9874 -0.2627
C -5.5217 -4.9610 -2.2196
H -4.1827 -6.2544 0.7291
H -5.5847 -6.9066 -0.1577
H -3.9830 -6.9450 -0.8992
H -6.4985 -5.4430 -2.2010
H -4.8874 -5.4856 -2.9379
H -5.6422 -3.9259 -2.5285
C 3.1161 -3.0057 1.0376
C 2.1779 -4.0832 1.5271
O 1.0380 -4.1754 1.1370
C 2.7418 -5.0491 2.5454
H 2.6142 -2.3736 0.3112
H 3.4553 -2.3963 1.8785
H 3.9974 -3.4578 0.5773
H 3.0706 -4.5043 3.4325
H 3.6085 -5.5678 2.1308
H 1.9802 -5.7735 2.8239
C -9.2326 -2.7784 -4.0676
C -9.5792 -3.9105 -3.1313
O -8.7297 -4.4944 -2.5021
C -11.0420 -4.2711 -3.0166
H -8.1587 -2.6111 -4.0608
H -9.5614 -3.0162 -5.0811
H -9.7433 -1.8656 -3.7564
H -11.4339 -4.5608 -3.9933
H -11.6130 -3.4077 -2.6709
H -11.1636 -5.0928 -2.3153
```

- Gap between HOMO and LUMO: 6.056 eV
- Net charge: -1
- Molecular weight: 857.6 Da



# 2
5 unconnected molecules or ions with the total composition C34H74BClFIN6O11, computed with wB97M-V/def2-TZVPD.

```
129
Properties=species:S:1:pos:R:3
C 4.2268 1.3794 5.4638
C 3.3631 0.9430 4.2019
C 4.3660 0.4474 3.0893
O 3.6964 0.2054 1.8529
C 3.5889 -1.2063 1.6154
C 2.8552 -1.5368 0.2243
Cl 3.0895 0.0084 -0.7647
O 1.5256 -1.9243 0.3325
C 0.6809 -1.2484 1.2029
F 0.8925 0.1015 1.3825
C 0.5079 -1.9297 2.6262
C -0.8343 -2.7538 2.7104
C -0.7763 -3.6638 4.0166
C -1.0321 -5.1797 3.7158
C -2.5573 -5.5801 3.7859
O -3.1553 -5.2372 2.5232
C -4.0391 -4.1221 2.6688
O -0.6103 -1.3392 0.6187
C -0.7162 -0.4910 -0.5305
C -1.5359 0.8110 -0.2839
N -2.9188 0.5814 0.1654
C -3.3519 1.4973 1.2270
C -3.4807 0.6810 2.5907
C -4.6486 1.3296 3.4503
O -2.2414 0.6741 3.3042
C 3.7904 -2.6407 -0.4230
N 4.0544 -3.7555 0.5117
B 2.9731 -4.7593 0.6039
O 2.3210 -4.9146 1.8819
O 2.5417 -5.6158 -0.4321
C 1.1693 -6.0129 -0.1906
C 3.4937 -3.0404 -1.9132
I 4.6498 -1.8718 -3.3890
C 1.9982 -3.2022 -2.3508
C 1.3572 -1.9959 -3.1290
H 5.2565 1.5972 5.0900
H 4.2507 0.4948 6.1455
H 3.8204 2.2853 5.9557
H 2.6412 0.1528 4.5075
H 2.7813 1.8134 3.8105
H 5.0190 -0.3859 3.4393
H 5.0441 1.3235 2.9107
H 3.1381 -1.7527 2.4726
H 4.6561 -1.5473 1.5639
H 1.3113 -2.7110 2.6735
H 0.6197 -1.2037 3.4555
H -1.7240 -2.0944 2.7808
H -0.9055 -3.4802 1.8657
H -1.5023 -3.3417 4.7965
H 0.2390 -3.5988 4.4881
H -0.6424 -5.5360 2.7374
H -0.5337 -5.8096 4.5017
H -2.6844 -6.6878 3.9079
H -3.0662 -5.1120 4.6589
H -5.0969 -4.4363 2.8245
H -3.7182 -3.4268 3.4797
H -3.9818 -3.5412 1.7140
H 0.2649 -0.1832 -0.9665
H -1.2350 -1.0639 -1.3431
H -1.5702 1.3707 -1.2466
H -0.9374 1.4590 0.4075
H -3.0800 -0.3891 0.4030
H -4.3043 2.0261 0.9760
H -2.6063 2.3042 1.4407
H -3.7508 -0.3834 2.4277
H -4.1813 1.9141 4.2721
H -5.3007 2.0146 2.8671
H -5.2932 0.4980 3.8206
H -1.8529 1.5536 3.2746
H 4.7724 -2.1016 -0.4750
H 4.9405 -4.1663 0.2191
H 3.0420 -5.2054 2.4572
H 0.7182 -6.4618 -1.1097
H 1.1159 -6.8101 0.5888
H 0.5194 -5.1401 0.0666
H 3.9556 -4.0503 -2.0500
H 1.3128 -3.5096 -1.5215
H 1.9692 -4.0700 -3.0599
H 0.2491 -1.9544 -2.9831
H 1.8233 -1.0089 -2.9416
H 1.4982 -2.2037 -4.2220
C 4.9405 5.1974 -0.6149
N 5.2925 4.3966 0.5395
C 5.2637 2.9492 0.4328
C 5.6489 4.9534 1.7209
O 5.9526 4.3327 2.7202
H 3.9176 4.9626 -0.9184
H 5.6238 4.9672 -1.4358
H 5.0079 6.2599 -0.3834
H 4.5611 2.5482 1.1629
H 6.2579 2.5525 0.6508
H 4.9608 2.6466 -0.5677
H 5.6400 6.0552 1.7007
C -1.5809 6.1906 -3.8142
N -1.2529 4.9728 -3.0941
C -0.1215 4.1778 -3.5326
C -1.9678 4.5529 -2.0257
O -1.7392 3.5440 -1.3859
H -1.8008 5.9420 -4.8560
H -0.7339 6.8692 -3.7759
H -2.4496 6.6788 -3.3729
H -0.4630 3.1740 -3.7940
H 0.6018 4.0967 -2.7186
H 0.3516 4.6399 -4.3971
H -2.8041 5.2244 -1.7739
C -1.5441 10.2056 -7.7972
N -1.3843 9.7974 -6.4157
C -2.3163 10.2946 -5.4197
C -0.3915 8.9653 -6.0226
O -0.2082 8.5892 -4.8818
H -1.4664 11.2931 -7.8634
H -2.5267 9.8903 -8.1554
H -0.7758 9.7554 -8.4245
H -1.7680 10.8466 -4.6541
H -2.8222 9.4521 -4.9442
H -3.0526 10.9477 -5.8841
H 0.2593 8.6459 -6.8518
C -4.0796 -6.8593 -0.3432
N -5.3381 -7.0257 -1.0451
C -5.9254 -5.8838 -1.7202
C -5.9853 -8.2150 -1.0913
O -7.0383 -8.4142 -1.6612
H -4.1991 -6.1065 0.4371
H -3.3154 -6.5300 -1.0519
H -3.7623 -7.7962 0.1131
H -6.9153 -5.6864 -1.3042
H -6.0348 -6.1079 -2.7831
H -5.2944 -5.0056 -1.5949
H -5.4573 -9.0156 -0.5486
```

- Gap between HOMO and LUMO: 8.116 eV
- SMILES: CCCOC[C@](Cl)(O[C@](F)(CCCCCOC)OCCNC[C@H](C)O)[C@@H](NB(O)OC)[C@H](I)CC.CN(C)C=O.CN(C)C=O.CN(C)C=O.CN(C)C=O
- Molecular weight: 935.2 Da



# 3
A molecular structure, C34H78AlF12O17, computed with wB97M-V/def2-TZVPD.

```
142
Properties=species:S:1:pos:R:3
Al -0.1813 0.1484 -0.1426
C -3.7380 -1.3842 2.3436
O -3.8491 -0.1612 3.1067
O -2.4769 -1.2327 1.7361
C -3.8083 -2.5791 3.2947
F -3.4350 -3.7232 2.6633
F -2.9331 -2.4838 4.2882
F -4.9816 -2.7215 3.7685
C -5.0204 0.0389 3.8935
C -5.4194 1.5057 3.7626
H -6.4884 1.5265 3.5506
H -5.1905 1.9738 4.7200
H -4.7956 1.9997 3.0177
H -4.8591 -0.3414 4.9022
H -5.8876 -0.5974 3.7167
H -4.5024 -1.6567 1.6159
C -3.6663 -0.4069 -2.4931
O -4.0672 0.3758 -1.3491
O -2.2878 -0.2976 -2.5393
C -4.4362 -1.7323 -2.8006
F -4.3311 -2.7723 -1.9219
F -5.7470 -1.5793 -2.9215
F -4.0500 -2.2743 -3.9299
C -5.4512 0.5642 -1.1318
C -5.6339 1.9177 -0.2844
H -4.9646 1.8289 0.5713
H -5.4600 2.8689 -0.7875
H -6.6536 1.9727 0.0967
H -5.6955 -0.3882 -0.6613
H -6.0404 0.5498 -2.0487
H -4.1046 0.1807 -3.2998
C 3.5491 -2.3801 0.0942
O 3.0087 -3.5022 -0.6711
O 2.5662 -1.3768 0.1408
C 3.9793 -2.9548 1.5206
F 2.9935 -3.5500 2.2691
F 4.8658 -3.8345 1.2846
F 4.4567 -2.0289 2.3597
C 3.8012 -4.2388 -1.5280
C 3.5154 -5.7765 -1.3538
H 3.8065 -6.1153 -0.3596
H 2.4526 -6.0114 -1.2963
H 3.9064 -6.3994 -2.1582
H 4.8849 -4.1275 -1.4919
H 3.4809 -3.8775 -2.5052
H 4.4776 -2.0058 -0.3369
C 2.7245 2.9548 -1.6975
O 3.5331 3.8198 -0.7963
O 1.6657 2.4813 -0.9500
C 2.4680 3.7025 -3.1291
F 1.3919 4.4976 -3.0507
F 3.4610 4.4058 -3.5779
F 2.1187 2.8657 -4.1253
C 2.9820 5.0353 -0.4426
C 4.0299 5.7744 0.4026
H 3.6959 6.7822 0.6496
H 4.0643 5.1834 1.3178
H 5.0578 5.7191 0.0444
H 2.1033 5.0316 0.2023
H 2.7785 5.7575 -1.2333
H 3.5018 2.2135 -1.8829
C 0.2955 -6.0694 1.7892
C -0.9741 -5.2135 1.4595
O -0.5357 -3.8466 1.4730
H 1.1890 -5.6432 1.3331
H 0.1720 -7.0849 1.4129
H 0.4438 -6.0150 2.8677
H -1.7874 -5.4653 2.1401
H -1.2535 -5.4767 0.4393
H -1.2995 -3.3239 1.7280
C -1.9184 2.6789 4.3621
C -1.7286 2.6297 2.8471
O -1.3591 1.4309 2.2476
H -2.4653 3.5302 4.7673
H -0.9847 2.4671 4.8830
H -2.4603 1.7867 4.6758
H -1.1630 3.4655 2.4353
H -2.7898 2.5490 2.6113
H -2.0210 0.7695 2.4619
C -2.5295 4.8328 -0.6731
C -1.7179 3.7854 -1.3124
O -2.0826 2.4768 -0.8635
H -2.1732 5.7970 -1.0354
H -2.5714 4.8687 0.4155
H -3.5782 4.8789 -0.9670
H -0.6889 3.9525 -0.9940
H -1.8301 3.9896 -2.3772
H -2.9228 2.1751 -1.2165
C -0.7977 3.0099 -6.4531
C -0.8366 2.0927 -5.2259
O -2.1379 1.6189 -4.8818
H -0.9094 2.5250 -7.4229
H 0.1697 3.4937 -6.5882
H -1.5304 3.8115 -6.5467
H -0.4840 2.6869 -4.3829
H -0.1395 1.2597 -5.3174
H -1.9532 0.9860 -4.1839
C 5.5517 1.1638 0.4288
C 6.4445 2.4271 0.4465
O 6.3238 3.1038 -0.7499
H 6.0165 0.4004 -0.1951
H 4.5391 1.2317 0.0312
H 5.4842 0.8158 1.4596
H 7.4689 2.0547 0.4335
H 6.2796 2.9652 1.3800
H 5.3965 3.3519 -0.7570
C 2.4415 2.2225 3.9741
C 2.2222 2.3826 2.3937
O 1.6656 1.1445 2.1066
H 2.6990 3.2229 4.3221
H 3.3722 1.6869 4.1614
H 1.5871 1.7974 4.5009
H 3.1452 2.4994 1.8257
H 1.4614 3.0951 2.0750
H 2.3441 0.4673 2.0562
C -0.4185 -4.8144 -2.1388
C -0.9081 -3.4071 -2.1051
O -0.3305 -2.7818 -0.9524
H 0.2615 -5.1345 -2.9282
H -1.3468 -5.3827 -2.1975
H 0.0728 -5.0933 -1.2066
H -1.9940 -3.4855 -2.0533
H -0.7818 -2.9892 -3.1039
H -0.4028 -3.3041 -0.1502
C 0.5547 -2.6846 4.4930
C 0.5421 -1.3451 3.7876
O 0.6052 -1.5591 2.3880
H -0.1943 -3.4189 4.1965
H 0.3478 -2.3651 5.5144
H 1.4713 -3.2579 4.3546
H 1.3230 -0.7042 4.1972
H -0.3571 -0.7513 3.9512
H 1.3068 -2.1707 2.1532
C 0.9332 -1.1752 -4.8454
C 1.9152 -1.6756 -3.7852
O 1.9525 -0.7027 -2.7755
H -0.0717 -0.9880 -4.4668
H 0.7044 -1.9347 -5.5930
H 1.2634 -0.2448 -5.3074
H 2.9679 -1.7473 -4.0585
H 1.6391 -2.6696 -3.4331
H 2.6897 -0.8203 -2.1719
```

- Gap between HOMO and LUMO: 3.608 eV
- Net charge: -1
- Molecular weight: 1013.9 Da



no.,maximum force (hartree/bohr)
1,0.026
2,0.087
3,0.084